1.
{
  "formula": "C4H9NO",
  "method": "ωB97M-V/def2-TZVPD",
  "e_homo_ev": -8.879,
  "smiles": "CCNCC=O",
  "charge": 0,
  "e_tot_ev": -7830.7672,
  "relative_energy_kj_mol": 149.8,
  "e_lumo_ev": 1.02,
  "species": ["C", "C", "N", "C", "C", "O", "H", "H", "H", "H", "H", "H", "H", "H", "H"],
  "coordinates": [[1.7869, 0.6620, 1.8970], [0.5829, 0.2898, 1.0478], [0.9726, 0.0486, -0.3406], [0.0085, -0.6733, -1.1221], [-1.3690, -0.0316, -1.1194], [-2.3763, -0.5298, -0.7049], [2.6066, -0.0110, 1.6438], [2.1063, 1.6936, 1.7636], [1.6114, 0.4682, 2.9535], [0.1608, -0.6443, 1.4105], [-0.1970, 1.0553, 1.1250], [1.3271, 0.8748, -0.8035], [-0.1073, -1.7001, -0.7519], [0.3114, -0.7698, -2.1722], [-1.3604, 1.0131, -1.5155]],
  "atomic_forces_ev_per_a": [[0.18, -0.50, 0.07], [0.16, 0.11, -0.20], [0.41, 0.07, 0.00], [-0.67, -0.64, -0.22], [0.38, 0.40, -0.14], [-0.15, -0.13, 0.02], [0.12, 0.14, -0.20], [0.02, 0.03, -0.03], [-0.27, 0.31, 0.10], [-0.11, -0.11, 0.08], [-0.11, -0.01, 0.14], [-0.10, 0.02, 0.04], [0.07, 0.15, 0.12], [0.21, 0.21, 0.14], [-0.13, -0.05, 0.07]]
}

=====

2.
{
  "formula": "C8H6N2O4Yb",
  "method": "ωB97M-V/def2-TZVPD",
  "multiplicity": 2,
  "e_homo_ev": [-20.711, -20.704],
  "charge": 3,
  "e_tot_ev": -51060.7231,
  "e_lumo_ev": [-11.91, -15.49],
  "species": ["O", "C", "Yb", "O", "C", "C", "O", "C", "O", "C", "C", "N", "C", "C", "N", "H", "H", "H", "H", "H", "H"],
  "coordinates": [[0.0294, -3.3457, -0.0358], [0.0084, -2.1943, -0.0486], [-0.5793, 0.0003, 0.1145], [-2.6884, 0.0009, -3.2203], [-1.9466, -0.0079, -2.3243], [2.0110, 0.0059, -0.3696], [3.1376, 0.0047, -0.5480], [0.0207, 2.1913, 0.0114], [0.0309, 3.3445, 0.0412], [-0.7526, 1.9194, 3.2622], [0.0789, 0.6900, 3.2942], [0.4251, -0.1040, 2.2638], [1.2040, -1.1307, 2.7886], [1.3132, -0.9508, 4.1667], [0.6051, 0.1969, 4.4473], [-1.6061, 1.7793, 3.9405], [-0.1356, 2.7663, 3.5970], [-1.1150, 2.1118, 2.2451], [1.6292, -1.9360, 2.1887], [1.8258, -1.5557, 4.8932], [0.4898, 0.6034, 5.3543]],
  "atomic_forces_ev_per_a": [[0.08, 4.57, -0.09], [0.41, -7.31, -0.24], [-1.65, -0.04, -0.88], [3.86, -0.05, 4.50], [-3.87, 0.05, -4.43], [3.64, 0.01, -0.85], [-3.34, 0.01, 0.57], [0.50, 7.50, -0.14], [0.15, -4.74, -0.19], [0.27, -0.68, -0.32], [-0.05, 0.18, 0.35], [0.98, -1.50, 0.74], [-1.24, 1.27, -2.03], [-0.86, 1.85, 1.64], [1.22, -1.96, -0.52], [0.10, 0.25, 0.00], [-0.24, 0.01, 0.05], [0.00, 0.08, 0.43], [-0.07, 0.26, 0.23], [0.12, -0.06, 0.36], [-0.03, 0.28, 0.82]]
}

=====

3.
{
  "formula": "C22H30N2NaO4",
  "method": "ωB97M-V/def2-TZVPD",
  "e_homo_ev": -10.668,
  "charge": 1,
  "e_tot_ev": -38874.4065,
  "e_lumo_ev": -4.99,
  "species": ["C", "C", "C", "C", "C", "O", "C", "C", "C", "C", "C", "N", "C", "O", "C", "C", "C", "C", "C", "O", "C", "O", "C", "C", "C", "C", "N", "C", "H", "H", "H", "H", "H", "H", "H", "H", "H", "H", "H", "H", "H", "H", "H", "H", "H", "H", "H", "H", "H", "H", "H", "H", "H", "H", "H", "H", "H", "H", "Na"],
  "coordinates": [[-2.1042, -4.7461, 0.9266], [-1.7469, -3.9714, 0.0443], [-1.1721, -2.8466, -0.9102], [-0.5946, -1.6737, -0.0015], [0.9934, -1.5253, 0.1969], [1.3672, -2.3365, 1.3449], [1.9793, -2.0095, -0.9503], [3.3142, -1.1496, -1.0811], [4.1438, -0.9999, 0.2731], [4.1536, 0.4927, 0.8777], [5.5974, 1.1745, 0.8982], [1.0891, -0.1086, 0.6541], [-0.2384, 0.5148, 0.9059], [-0.5244, 1.3506, 1.7302], [-1.1526, -0.1703, -0.2371], [-0.7913, 0.1064, -1.7552], [-1.0841, 1.5833, -2.2756], [-0.3053, 2.7377, -1.5106], [-1.1626, 3.5281, -0.4310], [-2.4855, 3.0019, -0.2171], [-2.9729, 3.2677, 1.0708], [-4.1361, 3.6255, 1.1525], [-2.6719, -0.2403, 0.2132], [-3.0053, -0.4859, 1.6544], [-4.4828, -0.4737, 1.8774], [-5.3970, -0.2444, 0.7420], [-5.1411, -0.0578, -0.6083], [-3.7612, -0.0725, -0.7660], [-2.3955, -5.1334, 1.9422], [-0.3403, -3.3263, -1.5114], [-1.9946, -2.5120, -1.6241], [-0.9054, -2.0207, 1.0424], [1.2153, -3.2776, 1.1215], [1.4754, -1.9888, -1.9757], [2.2896, -3.0846, -0.7833], [3.9835, -1.7006, -1.8204], [3.1529, -0.1171, -1.5393], [5.2350, -1.2191, 0.0067], [3.8776, -1.7828, 1.0567], [3.6754, 0.4083, 1.9073], [3.4854, 1.1278, 0.2068], [5.7113, 1.6600, 1.9430], [6.4572, 0.4853, 0.6728], [5.5550, 2.0560, 0.1699], [1.3953, 0.4698, -0.1484], [-1.4248, -0.5876, -2.4050], [0.2854, -0.1379, -2.0314], [-2.2033, 1.7310, -2.3400], [-0.7151, 1.6126, -3.3581], [0.6085, 2.2902, -0.9960], [0.1120, 3.4614, -2.2872], [-1.2430, 4.6099, -0.7958], [-0.5861, 3.6051, 0.5543], [-2.3825, 3.1196, 2.0220], [-2.2864, -0.6406, 2.5012], [-4.8976, -0.6370, 2.9125], [-6.5050, -0.2127, 1.0042], [-3.4223, 0.0729, -1.8433], [5.0793, 3.3978, 2.5775]],
  "atomic_forces_ev_per_a": [[0.39, 1.59, 0.17], [0.31, 0.38, 0.25], [-0.33, -1.29, 0.53], [-0.25, -0.66, 1.09], [-0.97, -0.90, 0.24], [-0.22, 0.25, -0.30], [0.09, 1.14, -1.10], [0.40, -0.51, 0.13], [1.20, 0.18, -0.28], [-0.50, -0.80, -0.26], [-1.27, 1.10, 0.41], [0.51, 0.66, -0.10], [-0.65, -0.75, -1.98], [0.98, -1.42, -1.20], [-0.58, -2.39, 1.15], [-0.71, 1.19, -0.57], [0.34, -0.38, -0.86], [-0.16, -0.38, 0.00], [1.25, 1.27, -0.06], [1.20, 0.44, 1.57], [-2.98, 0.62, -0.57], [2.26, -0.81, 0.13], [-1.29, 0.34, 0.78], [-3.37, 0.71, -2.77], [1.87, 0.22, -1.77], [-0.74, -0.12, 0.84], [3.49, -0.67, 3.73], [0.96, 0.02, -0.36], [0.38, 0.22, -2.02], [-1.03, 0.60, 0.49], [1.09, -0.40, 1.02], [0.33, 0.91, -1.25], [-0.03, 0.72, 0.09], [0.53, 0.00, 1.33], [-0.54, 1.24, 0.07], [-0.96, 0.70, 0.82], [-0.06, -1.26, 0.59], [-1.39, 0.19, 0.31], [0.00, 1.21, -1.08], [0.65, 0.45, -1.27], [0.77, -0.75, 1.10], [0.59, -1.38, -1.36], [-0.87, 0.89, 0.42], [0.50, -1.29, 0.68], [0.30, -0.47, 0.62], [0.83, 0.80, 1.01], [-1.22, 0.21, 0.79], [1.36, 0.20, 0.36], [-0.53, -0.11, 1.38], [-1.04, 0.46, -0.60], [-0.68, -0.82, 1.14], [-0.21, -1.40, 0.45], [-0.82, -0.36, -1.18], [0.27, -0.02, -1.45], [-0.73, 0.20, -1.16], [0.41, 0.26, -1.44], [1.59, -0.09, -0.35], [-0.55, -0.18, 1.54], [-0.20, 0.29, 0.06]]
}

=====

4.
{
  "formula": "F2H2N2O2S",
  "method": "ωB97M-V/def2-TZVPD",
  "e_homo_ev": [-9.798, -9.214],
  "charge": 0,
  "e_tot_ev": -23369.2135,
  "relative_energy_kj_mol": 384.7,
  "e_lumo_ev": [-1.39, -0.23],
  "species": ["N", "N", "O", "O", "F", "F", "S", "H", "H"],
  "coordinates": [[1.0431, -0.0388, -0.1305], [-1.8174, 0.5216, 0.1142], [-1.1506, -1.9136, -0.7044], [2.3086, 0.2995, 0.3705], [-1.1463, 1.3292, 0.9777], [-1.2434, 0.7956, -1.0835], [-1.2773, -1.1514, 0.5135], [2.1943, 1.2514, 0.5021], [1.0890, -1.0935, -0.5596]],
  "atomic_forces_ev_per_a": [[1.22, -2.25, -0.81], [-0.78, -0.38, -0.54], [0.00, -0.46, -1.33], [-1.61, -0.85, -0.82], [0.33, 0.43, 0.87], [-0.13, 0.32, -0.93], [0.15, 0.37, 1.97], [0.10, -0.07, 0.17], [0.72, 2.90, 1.42]]
}

=====

5.
{
  "formula": "C25H41AsFeO4S6Sb",
  "method": "ωB97M-V/def2-TZVPD",
  "multiplicity": 6,
  "e_homo_ev": [0.144, -0.034],
  "charge": -2,
  "e_tot_ev": -201544.3497,
  "relative_energy_kj_mol": 0.0,
  "e_lumo_ev": [4.03, 4.02],
  "species": ["Fe", "S", "As", "S", "S", "S", "C", "C", "C", "C", "Sb", "C", "C", "C", "C", "C", "C", "C", "C", "H", "H", "H", "H", "H", "H", "H", "H", "H", "H", "H", "H", "H", "H", "H", "H", "H", "H", "H", "H", "H", "H", "H", "H", "H", "H", "H", "O", "S", "C", "C", "C", "C", "C", "C", "C", "C", "C", "C", "C", "C", "H", "H", "H", "H", "H", "H", "H", "H", "H", "H", "C", "S", "O", "O", "O", "H", "H", "H", "H"],
  "coordinates": [[-1.1602, 0.4520, 0.2201], [-5.7006, 0.1023, -0.6304], [-4.7602, 1.4828, -1.4600], [-3.3822, 1.2127, 0.6521], [-2.3769, 0.6847, -1.8219], [-5.1225, 3.2267, -0.0618], [-1.4360, -0.0937, -4.1571], [-0.0374, 0.4577, -3.8443], [-0.1208, 1.9898, -3.7916], [0.9133, 0.0589, -4.9928], [0.5391, -0.2657, -1.7954], [0.5851, -2.4997, -1.9078], [1.3799, -3.0813, -0.7296], [-0.8722, -2.9751, -1.7540], [1.1628, -3.0390, -3.2174], [2.5493, 0.6159, -1.3604], [2.2995, 2.0546, -0.8713], [3.4841, 0.6427, -2.5714], [3.2329, -0.1436, -0.2145], [-1.8164, 0.3136, -5.1187], [-2.1517, 0.1794, -3.3522], [-1.4054, -1.1943, -4.2549], [-0.4999, 2.3995, -4.7531], [0.8804, 2.4267, -3.6200], [-0.8032, 2.3158, -2.9775], [0.5381, 0.4651, -5.9567], [0.9943, -1.0280, -5.1184], [1.9290, 0.4522, -4.8584], [1.0149, -2.6680, 0.2351], [2.4535, -2.8792, -0.8429], [1.2803, -4.1882, -0.6983], [-1.2970, -2.6103, -0.7928], [-0.9336, -4.0858, -1.7630], [-1.5138, -2.5952, -2.5696], [2.1858, -2.6439, -3.3826], [0.5036, -2.7727, -4.0609], [1.2045, -4.1491, -3.1961], [1.8066, 2.6687, -1.6455], [3.2540, 2.5544, -0.5979], [1.6407, 2.0467, 0.0237], [3.0878, 1.3254, -3.3427], [3.6151, -0.3788, -2.9860], [4.4803, 1.0449, -2.2852], [2.5572, -0.2238, 0.6633], [4.1613, 0.3794, 0.1026], [3.5481, -1.1449, -0.5392], [-2.3465, 1.6705, 1.9733], [-1.3490, 0.7009, 2.5407], [-1.5169, 0.8355, 4.3404], [-1.1275, -0.2381, 5.1506], [-1.2568, -0.1536, 6.5383], [-1.7806, 0.9997, 7.1215], [-2.1812, 2.0676, 6.3197], [-2.0543, 1.9848, 4.9321], [0.2460, 1.5669, 2.5035], [1.4220, 0.8738, 2.8183], [2.6556, 1.5275, 2.7803], [2.7222, 2.8724, 2.4192], [1.5577, 3.5652, 2.0917], [0.3237, 2.9139, 2.1300], [-0.7256, -1.1468, 4.7102], [-0.9528, -0.9880, 7.1653], [-1.8823, 1.0649, 8.2020], [-2.5959, 2.9643, 6.7729], [-2.3767, 2.8195, 4.3134], [1.3893, -0.1763, 3.0954], [3.5655, 0.9876, 3.0305], [3.6826, 3.3809, 2.3889], [1.6087, 4.6122, 1.8040], [-0.5779, 3.4634, 1.8667], [-2.7578, -3.6452, -0.0621], [-1.8981, -2.6161, 1.0929], [-0.6540, -3.3474, 1.3228], [-2.8092, -2.5698, 2.2342], [-1.7512, -1.3570, 0.3660], [-2.9197, -4.6255, 0.3912], [-2.1515, -3.7451, -0.9650], [-3.7162, -3.1805, -0.3034], [0.3173, 0.0252, 0.9121]],
  "atomic_forces_ev_per_a": [[0.62, 0.00, -2.71], [-4.17, -6.90, 3.48], [3.27, 7.47, -3.97], [0.08, -2.27, 0.27], [-1.85, 1.61, 2.99], [-0.85, 1.10, -1.32], [0.90, -0.97, -1.74], [0.25, -0.12, -1.02], [0.18, 0.34, 0.43], [0.09, 0.04, -0.10], [-0.52, 0.20, -0.02], [0.24, -0.75, -0.32], [0.27, 0.41, 0.31], [1.41, 1.27, -0.72], [0.06, 0.11, -0.21], [0.73, 0.12, -0.04], [-0.57, -0.06, 0.02], [0.03, 0.02, -0.13], [-0.14, -0.23, 0.12], [0.32, -0.03, 0.22], [0.35, -0.67, -1.89], [-0.04, 0.25, -0.04], [0.11, -0.30, 0.36], [-0.30, -0.05, -0.09], [0.44, -0.11, -0.57], [0.03, -0.09, 0.38], [-0.06, 0.23, 0.07], [-0.15, -0.05, 0.00], [0.40, -0.41, -0.64], [-0.14, 0.03, 0.02], [-0.20, 0.50, -0.01], [1.87, 0.24, -2.79], [0.74, 0.47, -0.30], [0.12, -0.13, 0.30], [-0.45, -0.28, -0.15], [0.39, -0.01, 0.18], [0.06, 0.37, 0.12], [0.16, -0.18, 0.28], [-0.33, -0.31, -0.09], [0.44, 0.01, -0.61], [0.16, -0.42, 0.14], [0.02, 0.61, 0.04], [-0.28, -0.22, -0.03], [0.42, -0.09, -0.53], [-0.40, 0.02, -0.12], [-0.17, 0.17, 0.17], [0.36, 3.36, 3.40], [2.33, -1.49, 1.96], [-0.68, 0.52, 1.09], [-0.03, 0.11, -0.19], [-0.05, 0.34, -0.17], [0.04, -0.05, -0.15], [0.12, -0.24, -0.22], [0.06, -0.05, 0.11], [0.47, 0.88, 0.10], [0.38, 0.34, 0.53], [-0.73, -0.15, 0.14], [-0.21, 0.43, -0.05], [0.36, -0.42, 0.28], [-0.41, -0.16, 0.34], [-0.14, 0.08, -0.10], [-0.05, 0.09, -0.15], [0.01, -0.02, -0.14], [0.05, -0.12, -0.09], [0.03, -0.21, -0.01], [-0.10, 0.06, -0.14], [-0.18, 0.01, -0.06], [-0.12, -0.07, -0.02], [-0.05, -0.17, 0.01], [0.05, -0.21, 0.01], [-1.42, -0.85, -0.14], [-1.88, -2.07, 1.55], [-0.01, 0.66, 0.45], [0.83, 0.58, -0.04], [-0.31, -1.63, 0.79], [-0.03, 0.16, 0.23], [-2.05, -0.86, 1.34], [0.03, 0.05, 0.14], [-0.25, 0.18, -0.50]]
}

=====

6.
{
  "formula": "C3H5NO",
  "method": "ωB97M-V/def2-TZVPD",
  "e_homo_ev": -8.802,
  "charge": 0,
  "e_tot_ev": -6725.3659,
  "relative_energy_kj_mol": 405.9,
  "e_lumo_ev": -0.07,
  "species": ["O", "C", "C", "N", "C", "H", "H", "H", "H", "H"],
  "coordinates": [[2.1101, -0.5226, 0.3940], [0.9659, -0.1970, 0.4301], [0.2350, 1.1761, 0.3200], [-0.9302, 0.3027, 0.5097], [-0.4160, -0.9158, 0.6180], [0.4162, 1.8875, 1.1329], [0.2827, 1.6782, -0.6526], [-1.9128, 0.5530, 0.5509], [-0.4387, -2.1353, -1.4212], [-0.2223, -2.1677, -2.1357]],
  "atomic_forces_ev_per_a": [[-0.49, 0.13, 0.01], [0.57, -0.12, -0.01], [0.10, 0.16, -0.04], [-0.20, -0.29, 0.06], [-0.13, 0.46, 0.07], [-0.03, -0.12, -0.12], [-0.01, -0.11, 0.15], [0.18, -0.06, 0.00], [0.03, -0.06, -0.15], [-0.02, 0.01, 0.04]]
}